DFT (ωB97M-V with the def2-TZVPD basis set) results for a cluster of 2 separate species, C6H15N2 in total at a distorted geometry.

Atoms and positions in Å:
C 1.6196 -1.7344 2.1576
C 1.5943 -0.5829 1.1586
C 0.2072 -0.4661 0.4917
C 0.1007 0.6956 -0.5132
C 1.2602 1.3018 -1.0312
C -1.2729 2.4425 -1.3403
N -1.0938 1.2355 -0.5467
N -2.6517 -1.5715 -0.8600
H 2.6537 -1.9445 2.4488
H 1.2565 -2.6440 1.6766
H 1.0655 -1.5750 3.0830
H 2.0437 0.3518 1.4855
H -0.0225 -1.4862 0.1808
H 2.2379 -0.9533 0.3453
H 2.1551 0.6950 -0.9940
H 1.3838 2.3246 -1.3423
H -2.3456 2.5941 -1.4542
H -0.8130 3.3530 -0.9515
H -0.8720 2.2520 -2.3432
H -3.6224 -1.3056 -0.8545
H -0.5164 -0.2365 1.2777
H -2.3716 -1.6395 -1.8092
H -1.9965 -1.1066 -0.2652

Gap between HOMO and LUMO (spin up / spin down) (eV): 9.70 / 8.04
Charge: 0
LUMO energy (spin up / spin down) (eV): 0.963 / -0.967
2S+1: 2
ΔE to the lowest compared entry with this formula, charge and spin (kcal/mol): 16.5